{"formula": "C44H59BrCl2N3O3PtSb", "method": "ωB97M-V/def2-TZVPD", "symbols": ["Pt", "Br", "C", "C", "C", "C", "C", "C", "C", "C", "C", "C", "H", "H", "H", "H", "H", "H", "C", "C", "C", "C", "Sb", "C", "C", "C", "C", "C", "C", "C", "C", "H", "H", "H", "H", "H", "H", "H", "H", "H", "H", "H", "H", "H", "H", "H", "H", "H", "H", "H", "H", "H", "H", "H", "H", "H", "H", "H", "C", "C", "O", "C", "C", "H", "H", "H", "H", "H", "H", "H", "H", "H", "H", "Cl", "C", "C", "C", "C", "C", "Cl", "C", "N", "C", "C", "C", "C", "C", "C", "C", "C", "O", "O", "H", "H", "H", "H", "H", "H", "H", "H", "H", "H", "C", "N", "C", "C", "N", "C", "H", "H", "H", "H", "H", "H"], "xyz": [[-0.98203, -0.77930, 0.76293], [0.75412, -1.11393, 3.03673], [0.06252, -2.88737, 3.26617], [0.39559, -3.53604, 4.42861], [-0.07336, -4.83530, 4.64226], [-0.82886, -5.45840, 3.67925], [-1.15296, -4.80567, 2.47583], [-1.90483, -5.46913, 1.47435], [-2.23252, -4.83643, 0.29825], [-1.82888, -3.51772, 0.08159], [-1.11865, -2.79714, 1.04729], [-0.72957, -3.46186, 2.25051], [1.01023, -3.04890, 5.17243], [0.16903, -5.33917, 5.56757], [-1.18821, -6.46748, 3.83824], [-2.20147, -6.49615, 1.64831], [-2.80383, -5.35260, -0.46236], [-2.09843, -3.04679, -0.85555], [4.80386, -0.56299, 2.37925], [5.28822, 0.38384, 1.29303], [6.44255, 1.25158, 1.75619], [5.62863, -0.36427, 0.01576], [3.48472, 1.71937, 0.81707], [3.01182, 3.12384, 2.56729], [2.34460, 2.22741, 3.59750], [2.05031, 4.18207, 2.05444], [4.30366, 3.73587, 3.07282], [3.83405, 2.85311, -1.13358], [2.63815, 3.76860, -1.34616], [3.89497, 1.79296, -2.22294], [5.12782, 3.63532, -1.00133], [5.62254, -1.23581, 2.65178], [3.96497, -1.17344, 2.03839], [4.50333, -0.03131, 3.28305], [7.32949, 0.61616, 1.84817], [6.25740, 1.69148, 2.73379], [6.68403, 2.04607, 1.04934], [6.35637, -1.14538, 0.25614], [6.08906, 0.28878, -0.72564], [4.75743, -0.85365, -0.42075], [1.43690, 1.76858, 3.19931], [2.06820, 2.82532, 4.47114], [3.00847, 1.43168, 3.93950], [1.21420, 3.74215, 1.50608], [2.55482, 4.91056, 1.42076], [1.63898, 4.72502, 2.91099], [4.94302, 2.99810, 3.55399], [4.05943, 4.49446, 3.82368], [4.86822, 4.23345, 2.28272], [1.69880, 3.21138, -1.33070], [2.72842, 4.23833, -2.33005], [2.59746, 4.56699, -0.60833], [3.01222, 1.15075, -2.20359], [4.78670, 1.17262, -2.14362], [3.92617, 2.28417, -3.20010], [5.10124, 4.32694, -0.15708], [5.26964, 4.23222, -1.90784], [5.99359, 2.98072, -0.89546], [2.03192, -2.90026, -0.19153], [1.91630, -1.90555, -1.32558], [0.85836, -0.96969, -1.10044], [0.32725, -0.42183, -2.31173], [-0.66009, -1.34164, -3.01001], [2.98824, -3.42011, -0.26100], [1.23450, -3.64100, -0.23391], [1.98094, -2.38711, 0.76840], [1.74869, -2.43187, -2.26750], [2.84984, -1.33591, -1.42033], [1.15675, -0.16852, -2.98178], [-0.19051, 0.49152, -2.01533], [-0.22485, -2.31808, -3.22737], [-0.96214, -0.89369, -3.95734], [-1.54466, -1.47353, -2.38643], [-4.15048, -3.36181, -1.84884], [-4.15492, -2.75428, -3.46939], [-3.86866, -3.62979, -4.50197], [-3.72746, -3.15565, -5.79490], [-3.81772, -1.79681, -6.05225], [-4.10439, -0.92665, -5.01998], [-4.20136, 0.77277, -5.33530], [-4.34157, -1.38037, -3.71217], [-4.66629, -0.46504, -2.72019], [-5.69229, -0.55822, -1.79430], [-6.78585, -1.41423, -1.99618], [-7.79801, -1.48643, -1.06618], [-7.73592, -0.71886, 0.09497], [-6.67120, 0.14636, 0.28825], [-5.65821, 0.26227, -0.65194], [-4.50638, 1.19716, -0.42057], [-3.29651, 0.39229, 0.04904], [-3.26062, -0.05379, 1.21100], [-2.36463, 0.19775, -0.79069], [-3.73524, -4.68016, -4.28404], [-3.52195, -3.84387, -6.60264], [-3.67521, -1.41400, -7.05295], [-4.22293, 0.43413, -2.81738], [-6.84622, -1.98694, -2.91190], [-8.64979, -2.12732, -1.24838], [-8.52525, -0.77841, 0.83166], [-6.62821, 0.75252, 1.18435], [-4.76676, 1.91625, 0.35557], [-4.21945, 1.73314, -1.32666], [-1.70757, 4.76198, 0.37428], [-1.37232, 3.49391, 0.99887], [-1.60317, 3.14166, 2.30595], [-1.17081, 1.85784, 2.43936], [-0.66447, 1.42350, 1.23578], [-0.81298, 2.43214, 0.39447], [-1.75177, 5.53993, 1.13160], [-2.67630, 4.70559, -0.12162], [-0.95208, 5.02507, -0.36311], [-2.04971, 3.81737, 3.01474], [-1.19365, 1.23235, 3.31492], [-0.53460, 2.42028, -0.64687]], "forces_ev_per_a": [[-0.241, -0.003, 0.436], [-0.068, -0.376, 0.223], [-0.117, 0.455, -0.600], [-0.030, -0.364, 0.275], [0.257, 0.370, 0.168], [-0.279, -0.167, -0.437], [0.292, 0.269, 0.410], [0.043, -0.183, 0.258], [-0.104, 0.579, -0.524], [-0.094, -1.174, -0.310], [-0.072, 1.429, -0.136], [0.226, -0.329, 0.408], [-0.020, 0.012, 0.000], [0.000, -0.028, -0.017], [0.001, 0.002, 0.003], [-0.005, -0.009, -0.007], [0.004, -0.007, 0.041], [0.290, -0.018, 0.234], [-0.026, 0.001, 0.019], [-0.662, 0.247, -0.152], [-0.015, 0.091, 0.055], [0.025, 0.012, -0.001], [0.742, 0.568, 0.095], [-0.036, -0.491, -0.527], [0.034, -0.130, 0.017], [-0.019, -0.025, -0.068], [0.090, -0.049, -0.004], [-0.284, -0.382, 0.430], [-0.004, -0.016, 0.042], [0.046, -0.036, 0.004], [0.016, -0.047, 0.147], [0.009, -0.007, -0.011], [0.019, -0.028, 0.023], [0.028, -0.031, 0.010], [-0.003, -0.023, -0.012], [0.054, -0.002, -0.027], [0.041, -0.016, 0.025], [0.021, 0.016, 0.021], [-0.023, -0.037, -0.010], [0.025, -0.031, -0.040], [-0.016, 0.100, 0.044], [-0.013, 0.018, -0.004], [0.000, 0.040, 0.050], [0.002, 0.061, 0.037], [-0.026, 0.007, 0.012], [0.024, -0.014, 0.034], [-0.007, 0.047, 0.019], [-0.041, -0.006, 0.004], [0.016, 0.024, 0.033], [-0.009, 0.048, -0.015], [0.025, -0.026, -0.021], [-0.054, -0.009, -0.033], [0.001, -0.017, -0.063], [-0.063, -0.015, -0.021], [0.002, 0.040, 0.014], [0.041, 0.037, -0.034], [0.009, -0.016, -0.021], [0.013, 0.034, -0.029], [-0.064, 0.130, -0.086], [0.097, 0.006, 0.019], [-0.057, -0.131, 0.242], [-0.183, 0.023, -0.211], [0.116, -0.011, 0.190], [-0.023, -0.037, 0.012], [-0.031, -0.012, 0.026], [0.055, 0.005, 0.060], [0.024, 0.032, -0.021], [-0.020, -0.002, -0.098], [0.012, 0.051, 0.053], [0.074, 0.028, -0.064], [0.017, -0.003, -0.034], [-0.073, -0.012, -0.006], [-0.028, 0.024, -0.076], [-0.680, 0.061, -0.216], [0.085, 0.454, -0.433], [-0.023, -0.063, -0.008], [0.055, -0.010, -0.039], [0.087, -0.058, -0.054], [-0.163, -0.273, 0.161], [0.006, 0.090, -0.068], [-0.084, -0.019, 0.107], [0.687, -0.037, -0.213], [-0.774, -0.082, 0.471], [0.465, 0.315, -0.182], [-0.069, 0.154, 0.416], [-0.072, -0.079, -0.088], [-0.192, -0.039, -0.069], [-0.133, -0.409, -0.305], [0.400, -0.239, 0.193], [-0.808, 0.456, -0.486], [0.730, -0.296, 0.352], [0.716, -0.484, 0.257], [-0.044, -0.017, 0.009], [0.010, -0.003, 0.006], [-0.009, 0.031, 0.006], [-0.064, -0.064, -0.046], [0.040, -0.062, -0.021], [0.012, -0.041, 0.015], [0.003, -0.006, -0.003], [-0.001, 0.036, 0.009], [-0.001, 0.008, -0.005], [-0.049, 0.128, 0.055], [-0.149, 0.179, -0.165], [0.153, -0.172, -0.037], [0.027, -0.107, 0.152], [0.061, 0.274, 0.064], [-0.175, -0.078, -0.317], [0.076, 0.090, 0.000], [0.060, -0.023, 0.022], [0.012, -0.048, 0.039], [0.029, -0.016, 0.035], [-0.021, 0.012, -0.039], [-0.061, -0.048, -0.037], [-0.123, 0.001, -0.013]], "charge": 2, "multiplicity": 5, "e_lumo_ev": [-4.9928, -7.9129], "e_above_lowest_kcal_mol": 14.4}